The following is a quantum chemistry calculation of a molecular structure, C5H8N2O2 in a non-equilibrium geometry, from the OMol25 dataset.

Each line ends with the Mulliken charge.
Element x y z (Å)
1 C 1.83 -1.09 -0.36  -1.198
2 C -2.27 -0.77 -0.04  0.579
3 C 0.50 1.00 0.34  0.441
4 C 1.70 0.42 -0.36  0.782
5 N -1.57 -1.76 0.33  -0.420
6 C 0.27 2.32 0.27  -0.913
7 O -0.35 0.15 0.94  -0.840
8 N -2.91 0.03 -0.65  -0.408
9 O 2.53 1.12 -0.91  -0.591
10 H -0.56 -1.11 0.76  0.429
11 H -1.99 -2.63 0.60  0.231
12 H -3.15 0.97 -0.37  0.312
13 H 1.85 -1.46 0.67  0.324
14 H 0.98 -1.55 -0.87  0.307
15 H 2.75 -1.37 -0.87  0.341
16 H -0.58 2.76 0.78  0.321
17 H 0.95 2.96 -0.27  0.303

Values from the calculation:
HOMO level: -8.1 eV
spin multiplicity: 1
E: -12387.1291 eV
HOMO-LUMO gap: 8.48 eV



The following is a quantum chemistry calculation of C5H8N2O2 in the gas phase in a non-equilibrium geometry, from the OMol25 dataset.

Each line ends with the Mulliken charge.
Element x y z (Å)
1 C 0.74 0.13 0.69  0.712
2 C -0.61 0.64 0.36  -0.793
3 C 0.62 -1.31 0.11  0.183
4 C -2.69 -0.28 -0.51  -0.874
5 C 1.99 0.93 0.22  -0.612
6 N -1.30 -0.34 -0.13  0.811
7 N -0.67 -1.50 -0.28  -0.899
8 O 1.54 -2.09 0.02  -0.643
9 O 2.47 0.56 -1.03  -0.532
10 H 0.82 0.02 1.78  0.272
11 H -1.00 1.63 0.50  0.443
12 H -3.30 0.02 0.34  0.326
13 H -2.82 0.44 -1.32  0.333
14 H -2.98 -1.27 -0.85  0.300
15 H 2.69 -0.39 -1.00  0.351
16 H 1.73 1.99 0.14  0.317
17 H 2.77 0.81 0.98  0.304

Values from the calculation:
HOMO level (spin up / spin down): -8.6 / -8.6 eV
spin multiplicity: 1
E: -12388.1080 eV
HOMO-LUMO gap (spin up / spin down): 8.64 / 8.64 eV



The following is a quantum chemistry calculation of C5H8N2O2 in the gas phase in a non-equilibrium geometry, from the OMol25 dataset.

Each line ends with the Mulliken charge.
Element x y z (Å)
1 H 1.94 -1.58 -1.91  0.230
2 N 0.99 -1.56 -1.33  -0.633
3 C 0.76 -0.42 -0.84  0.380
4 N 1.63 0.55 -0.48  -0.422
5 C -0.86 -0.32 -0.08  0.616
6 C -1.95 -0.68 -1.01  0.353
7 O -3.02 -0.16 -1.01  -0.578
8 O -1.67 -1.76 -1.78  -0.531
9 C -1.13 0.65 1.06  -0.935
10 C -0.94 -0.80 1.43  -0.540
11 H 1.26 1.47 -0.41  0.228
12 H 2.60 0.70 -0.76  0.245
13 H -0.62 -1.89 -1.77  0.456
14 H -2.09 0.90 1.15  0.323
15 H -0.48 1.40 1.29  0.301
16 H -0.02 -1.03 1.97  0.262
17 H -1.84 -1.40 1.70  0.243

Values from the calculation:
HOMO level: -10.0 eV
structure (SMILES): [H]/N=C(\N)C1(C(=O)O)CC1
spin multiplicity: 1
E: -12388.1633 eV
HOMO-LUMO gap: 10.44 eV



The following is a quantum chemistry calculation of C5H8N2O2S in the gas phase in a non-equilibrium geometry, from the OMol25 dataset.

Each line ends with the Mulliken charge.
Element x y z (Å)
1 C 3.36 -3.42 1.15  0.569
2 C 2.77 -4.59 0.45  -0.432
3 C -0.46 1.28 0.09  -0.955
4 C -1.24 0.07 -0.24  -0.337
5 C -0.36 -1.15 -0.68  -0.340
6 N 2.61 -2.25 0.76  -0.311
7 N 1.42 -2.38 0.16  0.265
8 O 4.35 -3.43 1.85  -0.560
9 O 0.47 -1.45 0.45  -0.218
10 S 1.14 -3.95 -0.33  0.088
11 H 0.52 0.94 0.61  0.204
12 H 0.13 1.77 -0.82  0.270
13 H -1.03 1.97 0.74  0.304
14 H -1.88 0.30 -1.11  0.309
15 H -2.01 -0.17 0.75  0.271
16 H -1.01 -2.03 -0.86  0.291
17 H 0.07 -0.88 -1.67  0.330
18 H 2.77 -1.37 1.20  0.252

Values from the calculation:
HOMO level (spin up / spin down): -8.4 / -8.5 eV
spin multiplicity: 1
E: -23217.5170 eV
HOMO-LUMO gap (spin up / spin down): 7.26 / 7.52 eV



The following is a quantum chemistry calculation of C5H8N2O2S in the gas phase in a non-equilibrium geometry, from the OMol25 dataset.

Each line ends with the Mulliken charge.
Element x y z (Å)
1 C 1.20 0.97 0.10  0.334
2 C -1.99 0.67 0.01  -0.424
3 C -0.91 1.69 0.92  -0.870
4 C -1.34 -0.47 -0.39  -0.533
5 C 2.71 -0.99 -0.97  -0.723
6 N 0.36 1.74 0.53  -0.200
7 N -0.95 -1.42 0.48  0.908
8 O -0.28 -2.35 -0.05  -0.640
9 O -1.00 -1.30 1.72  -0.628
10 S 2.81 0.61 -0.09  -0.049
11 H -2.74 0.64 0.80  0.285
12 H -2.43 1.28 -0.80  0.320
13 H -1.41 2.54 1.00  0.520
14 H -0.91 1.22 1.81  0.451
15 H -1.10 -0.78 -1.46  0.373
16 H 3.61 -1.27 -1.66  0.336
17 H 1.83 -0.93 -1.60  0.225
18 H 2.51 -1.86 -0.34  0.314

Values from the calculation:
HOMO level (spin up / spin down): -7.7 / -8.0 eV
spin multiplicity: 1
E: -23217.8794 eV
HOMO-LUMO gap (spin up / spin down): 6.23 / 6.82 eV



The following is a quantum chemistry calculation of a molecular structure, C5H8N2O3 in a non-equilibrium geometry, from the OMol25 dataset.

Each line ends with the Mulliken charge.
Element x y z (Å)
1 O -1.74 -1.52 0.75  -0.470
2 C -2.53 -0.90 -0.01  -0.047
3 N -2.02 -0.02 -0.84  -0.122
4 C -0.57 0.11 -0.77  0.416
5 C -0.18 1.43 -0.22  -0.061
6 N 0.12 2.49 0.13  -0.438
7 C -0.13 -1.10 0.08  -0.111
8 C 0.77 -0.92 1.26  -0.394
9 O 1.76 -0.90 0.31  -0.666
10 H -3.56 -1.24 -0.14  0.393
11 H -2.60 0.52 -1.48  0.241
12 H -0.15 0.04 -1.78  0.243
13 H -0.01 -2.00 -0.53  0.446
14 H 0.56 0.03 1.80  0.298
15 H 0.74 -1.81 1.92  0.292
16 O 3.57 1.95 -0.26  -0.664
17 H 2.93 1.26 -0.47  0.316
18 H 3.06 2.59 0.25  0.328

Values from the calculation:
HOMO level: -8.4 eV
spin multiplicity: 1
E: -14433.5701 eV
HOMO-LUMO gap: 8.24 eV



The following is a quantum chemistry calculation of a gas-phase ion, C5H8N2O4P2 (charge -2) in a non-equilibrium geometry, from the OMol25 dataset.

Each line ends with the Mulliken charge.
Element x y z (Å)
1 C 0.24 1.84 -1.18  -1.300
2 P 1.41 1.67 0.37  0.915
3 O 2.47 2.72 0.11  -0.828
4 O 0.91 1.95 1.77  -0.813
5 C 1.78 -0.09 0.39  -0.899
6 P 1.09 -1.29 -0.82  -0.024
7 O 1.82 -2.53 -0.37  -0.722
8 N -0.55 -1.29 0.11  0.242
9 C -0.91 -0.99 1.34  -0.222
10 C -2.16 -0.80 1.50  -0.206
11 N -2.74 -1.00 0.23  -0.846
12 C -1.69 -1.29 -0.58  0.349
13 O -2.02 -1.35 -1.84  -0.506
14 H 0.72 1.30 -2.05  0.306
15 H -0.86 1.78 -1.19  0.307
16 H 0.53 2.82 -1.56  0.462
17 H 1.49 -0.36 1.38  0.231
18 H 2.81 -0.24 0.38  0.587
19 H -0.24 -1.04 2.18  0.307
20 H -2.65 -0.53 2.48  0.302
21 H -1.44 -1.30 -2.64  0.358

Values from the calculation:
HOMO level: -0.8 eV
structure (SMILES): C[P@@](=O)([O-])CP([O-])n1ccnc1O
total charge: -2
spin multiplicity: 1
E: -35063.5026 eV
HOMO-LUMO gap: 6.55 eV



The following is a quantum chemistry calculation of a gas-phase ion, C5H8N2PS (charge +1) in a non-equilibrium geometry, from the OMol25 dataset.

Each line ends with the Mulliken charge.
Element x y z (Å)
1 C -0.10 -2.28 0.45  -0.388
2 C 0.96 -1.52 -0.33  -0.476
3 C 1.37 -0.34 -0.01  0.466
4 N 1.72 0.73 0.57  -0.113
5 C 1.24 2.00 0.56  -0.426
6 C 0.06 2.32 -0.13  0.156
7 N -0.81 1.57 -0.75  -0.097
8 P -1.73 0.82 -1.70  0.109
9 S -2.97 -0.16 -0.30  -0.237
10 H -0.26 -3.31 0.12  0.307
11 H -0.99 -1.67 0.19  -0.145
12 H 0.02 -2.25 1.53  0.329
13 H 1.11 -1.89 -1.30  0.377
14 H 2.62 0.77 0.96  0.264
15 H 1.68 2.61 1.36  0.338
16 H -0.36 3.35 -0.06  0.343
17 H -3.58 -0.75 -1.17  0.192

Values from the calculation:
HOMO level: -12.2 eV
structure (SMILES): CC=C=[NH+]/C=C\N=P\S
total charge: +1
spin multiplicity: 1
E: -28408.9576 eV
HOMO-LUMO gap: 7.58 eV



The following is a quantum chemistry calculation of C5H8N2S in the gas phase in a non-equilibrium geometry, from the OMol25 dataset.

Each line ends with the Mulliken charge.
Element x y z (Å)
1 C -0.51 -0.98 1.65  -1.283
2 C -1.20 -0.02 0.73  0.101
3 C -0.52 0.88 -0.25  -0.153
4 C 0.89 0.55 -0.68  -0.045
5 S 1.55 1.68 -1.96  -0.229
6 C 0.67 -0.83 -1.28  -0.406
7 N -0.55 -1.26 -1.23  -0.400
8 N -1.40 -0.24 -0.72  -0.313
9 H -0.25 -0.49 2.57  0.319
10 H -1.18 -1.80 1.91  0.329
11 H 0.40 -1.40 1.21  0.355
12 H -2.09 0.40 1.17  0.426
13 H -0.92 1.88 -0.41  0.401
14 H 1.61 0.50 0.08  0.348
15 H 2.05 2.61 -1.11  0.144
16 H 1.46 -1.46 -1.69  0.407

Values from the calculation:
HOMO level: -9.1 eV
structure (SMILES): C[C@H]1[C@H]2[C@H](S)C=NN21
spin multiplicity: 1
E: -19127.8701 eV
HOMO-LUMO gap: 9.74 eV



The following is a quantum chemistry calculation of C5H8N2S in the gas phase in a non-equilibrium geometry, from the OMol25 dataset.

Each line ends with the Mulliken charge.
Element x y z (Å)
1 N -2.73 -0.15 2.22  -0.439
2 C -1.80 -0.14 1.54  -0.178
3 C -0.52 0.10 0.84  0.515
4 N 0.33 -1.07 0.98  -0.540
5 C 1.31 -0.95 -0.10  -0.456
6 C 0.77 0.12 -1.05  -0.827
7 C -0.67 0.21 -0.64  -0.220
8 S -1.59 1.66 -1.20  -0.197
9 H -0.02 0.97 1.26  0.335
10 H 0.84 -0.97 1.90  0.312
11 H 2.26 -0.58 0.34  0.256
12 H 1.50 -1.93 -0.60  0.298
13 H 0.80 -0.17 -2.11  0.337
14 H 1.38 1.00 -0.95  0.368
15 H -1.26 -0.62 -0.99  0.313
16 H -0.61 2.53 -1.43  0.121

Values from the calculation:
HOMO level: -9.5 eV
structure (SMILES): N#C[C@H]1NCC[C@@H]1S
spin multiplicity: 1
E: -19129.1983 eV
HOMO-LUMO gap: 10.13 eV



The following is a quantum chemistry calculation of C5H8N2S in the gas phase in a non-equilibrium geometry, from the OMol25 dataset.

Each line ends with the Mulliken charge.
Element x y z (Å)
1 C -3.19 -0.28 0.21  -0.290
2 N -2.25 0.23 -0.52  -0.600
3 N -1.24 0.88 0.05  -0.110
4 C -0.04 0.41 0.17  0.626
5 C 0.17 -0.98 -0.28  -0.198
6 S 1.51 -1.82 0.05  -0.224
7 C 1.04 1.32 0.68  -0.680
8 C 1.88 1.95 -0.47  -0.990
9 H -3.17 -0.25 1.35  0.258
10 H -3.94 -0.82 -0.26  0.314
11 H -0.65 -1.35 -0.89  0.342
12 H 1.72 0.84 1.39  0.363
13 H 0.68 2.15 1.21  0.306
14 H 2.82 2.46 -0.11  0.305
15 H 2.21 1.11 -1.12  0.269
16 H 1.30 2.68 -1.05  0.308

Values from the calculation:
HOMO level: -8.8 eV
structure (SMILES): C=N/N=C(\C=S)CC
spin multiplicity: 1
E: -19127.5333 eV
HOMO-LUMO gap: 7.76 eV



The following is a quantum chemistry calculation of C5H8N2S in the gas phase in a non-equilibrium geometry, from the OMol25 dataset.

Each line ends with the Mulliken charge.
Element x y z (Å)
1 C -0.63 -0.84 2.38  -0.636
2 C 0.03 0.37 2.25  -0.144
3 C 0.53 1.05 1.04  0.555
4 S 1.13 2.51 0.82  -0.400
5 C 0.29 0.44 -0.42  0.299
6 N -0.06 1.37 -1.44  -0.592
7 N 0.08 -0.83 -0.53  -0.456
8 C -0.20 -1.29 -1.96  -0.824
9 H -0.73 -1.44 1.50  0.316
10 H -0.87 -1.26 3.30  0.314
11 H -0.06 1.07 3.32  0.160
12 H 0.63 0.87 -2.23  0.226
13 H 0.65 2.25 -1.33  0.302
14 H 0.32 -0.64 -2.82  0.281
15 H -1.25 -1.29 -2.10  0.296
16 H 0.17 -2.33 -1.76  0.304

Values from the calculation:
HOMO level: -8.8 eV
structure (SMILES): C=CC(=S)/C(N)=N/C
spin multiplicity: 1
E: -19126.0348 eV
HOMO-LUMO gap: 7.75 eV



The following is a quantum chemistry calculation of C5H8N2S in the gas phase in a non-equilibrium geometry, from the OMol25 dataset.

Each line ends with the Mulliken charge.
Element x y z (Å)
1 H 3.66 -1.10 -1.00  0.242
2 N 2.65 -1.03 -1.17  -0.645
3 C 2.01 -0.55 -0.18  0.121
4 N 0.68 -0.32 -0.07  0.084
5 C -0.22 -0.64 -1.06  -0.251
6 C -1.49 -0.36 -0.68  -0.656
7 C -1.43 0.44 0.59  0.072
8 S -1.60 2.31 0.32  -0.245
9 C 0.00 0.13 1.10  -1.005
10 H 2.49 -0.20 0.76  0.302
11 H 0.25 -0.95 -1.98  0.457
12 H -2.39 -0.32 -1.33  0.342
13 H -2.17 0.10 1.38  0.351
14 H -2.83 2.20 -0.16  0.129
15 H 0.46 0.94 1.67  0.407
16 H -0.06 -0.67 1.82  0.295

Values from the calculation:
HOMO level: -8.1 eV
structure (SMILES): [H]/N=C/N1C=C[C@H](S)C1
spin multiplicity: 1
E: -19128.9798 eV
HOMO-LUMO gap: 8.93 eV



The following is a quantum chemistry calculation of C5H8N2S in the gas phase in a non-equilibrium geometry, from the OMol25 dataset.

Each line ends with the Mulliken charge.
Element x y z (Å)
1 C 1.43 1.40 -0.54  -1.000
2 C 1.46 0.07 0.10  -0.155
3 S 2.91 -0.77 0.24  -0.236
4 C 0.11 -0.65 0.52  0.412
5 C -0.62 -1.06 -0.76  -0.556
6 N -1.98 -0.66 -0.70  -0.518
7 C -2.12 0.04 0.33  0.012
8 N -0.88 0.28 1.16  -0.553
9 H 0.77 1.36 -1.39  0.309
10 H 2.48 1.70 -0.81  0.350
11 H 0.83 2.14 0.06  0.294
12 H 0.38 -1.59 1.12  0.351
13 H 0.07 -0.57 -1.59  0.284
14 H -0.68 -2.16 -0.76  0.318
15 H -3.06 0.45 0.76  0.365
16 H -1.10 0.01 2.26  0.325

Values from the calculation:
HOMO level: -8.7 eV
structure (SMILES): CC(=S)[C@@H]1CN=CN1
spin multiplicity: 1
E: -19128.0031 eV
HOMO-LUMO gap: 8.48 eV